A 8-piece molecular cluster, C74H91BN12O2 overall at a distorted geometry. Source: the OMol25 dataset; level of theory: ωB97M-V with the def2-TZVPD basis set.

Structure (XYZ):
```
180
Properties=species:S:1:pos:R:3:mulliken_charge:R:1
B -0.0469 0.5182 0.8882 3.53
H 0.9290 0.1146 1.1093 -0.61
H -0.7913 -0.1025 1.3622 -0.73
H -0.1073 1.5394 1.2315 -1.32
H -0.2001 0.4655 -0.1786 -1.02
C -3.8852 5.4304 1.4054 -0.79
N -4.1667 4.0394 1.1878 0.16
C -3.2503 3.1348 1.5946 -0.51
C -3.4848 1.7939 1.3014 0.51
C -4.6610 1.3275 0.7376 -0.01
C -5.5492 2.3066 0.2552 -0.62
C -5.2665 3.6677 0.4622 -0.56
C -4.9164 -0.0509 0.5014 0.30
C -6.0792 -0.7579 0.9987 -0.96
C -6.3503 -1.9794 0.4303 -0.35
N -5.6378 -2.5320 -0.5927 0.18
C -4.4674 -1.8904 -0.9935 -0.50
C -4.0801 -0.6835 -0.4327 -0.49
C -6.0976 -3.7356 -1.3197 -1.12
H -3.5573 5.4780 2.4438 0.34
H -4.7452 6.0730 1.2168 0.41
H -3.1139 5.6823 0.6776 0.28
H -2.2876 3.4622 1.9584 0.32
H -2.6676 1.0929 1.3866 0.23
H -6.3754 1.8736 -0.2893 0.76
H -5.8838 4.4992 0.1555 0.52
H -6.7079 -0.3275 1.7641 0.70
H -7.3135 -2.4521 0.5539 0.71
H -3.8562 -2.3379 -1.7633 0.75
H -3.2502 -0.2491 -0.9702 0.37
H -7.0135 -3.4990 -1.8612 0.45
H -6.3018 -4.5629 -0.6400 0.38
H -5.3715 -4.0453 -2.0713 0.38
C -5.6324 -7.3845 -0.0620 -0.87
N -4.4328 -6.5901 0.2841 0.02
C -4.1226 -6.6005 1.5738 -0.77
C -2.9303 -6.0590 2.0384 -0.73
C -2.0130 -5.5439 1.1464 0.55
C -2.4583 -5.4280 -0.1759 -0.85
C -3.6028 -6.0060 -0.6012 -0.83
C -0.7135 -4.8471 1.5790 0.09
C -0.4748 -3.5142 1.2846 -0.31
C 0.7175 -2.9270 1.5638 -0.88
N 1.7257 -3.5568 2.2087 0.30
C 1.5633 -4.8589 2.5684 -0.58
C 0.3495 -5.5325 2.3002 -0.49
C 3.0829 -2.9920 2.3113 -0.96
H -5.9545 -6.9216 -0.9948 0.43
H -6.3342 -7.3408 0.7709 0.38
H -5.2313 -8.3840 -0.2304 0.39
H -4.7828 -7.0887 2.2754 0.87
H -2.7155 -5.9579 3.0920 0.72
H -1.7288 -4.9457 -0.8098 0.74
H -3.8538 -6.1523 -1.6414 0.71
H -1.2467 -2.9466 0.7862 1.16
H 0.9653 -1.8935 1.3716 0.38
H 2.3608 -5.3479 3.1082 0.56
H 0.1716 -6.5416 2.6416 0.68
H 3.7347 -3.0480 1.4395 0.29
H 3.6069 -3.3948 3.1781 0.40
H 3.0237 -1.9337 2.5652 0.31
C -0.2761 6.9474 1.7978 -0.74
N 0.8697 5.9945 2.0276 0.16
C 2.0480 6.5406 2.2273 -0.65
C 3.1545 5.6334 2.4001 -0.45
C 2.9986 4.2198 2.2459 0.41
C 1.7517 3.7832 1.7668 0.13
C 0.6771 4.6519 1.7794 -0.63
C 4.1051 3.3369 2.4165 0.79
C 5.3515 3.7012 1.9356 -0.81
C 6.5403 2.9811 2.1681 -0.72
N 6.4575 1.7043 2.6469 -0.01
C 5.2832 1.2682 3.1229 -0.47
C 4.1150 2.0593 3.0013 -0.22
C 7.6765 0.9070 2.8616 -0.66
H -1.0729 6.4089 2.3108 0.18
H -0.4027 7.0084 0.7169 0.34
H -0.0209 7.8971 2.2680 0.48
H 2.1807 7.6105 2.2922 0.48
H 4.1210 6.0720 2.5998 0.76
H 1.6577 2.7136 1.6507 0.02
H -0.2903 4.2759 1.4811 0.44
H 5.4741 4.6288 1.3963 0.56
H 7.5300 3.2138 1.8038 0.43
H 5.3799 0.2378 3.4315 0.46
H 3.1996 1.7099 3.4557 0.52
H 8.3551 1.2025 2.0614 0.28
H 7.4267 -0.1449 3.0003 0.27
H 8.1064 1.3759 3.7467 0.43
C -6.4534 -5.4971 4.6820 -0.76
N -5.4817 -4.3851 4.7482 0.16
C -5.8224 -3.2467 4.1700 -0.20
C -4.9076 -2.1995 4.0875 -0.60
C -3.6041 -2.3791 4.7122 0.77
C -3.2638 -3.6288 5.1685 -0.35
C -4.2102 -4.6413 5.1789 -0.84
C -2.5239 -1.2730 4.5978 0.31
C -1.0750 -1.4535 4.3750 -0.57
C -0.2588 -0.3309 4.3191 -0.58
N -0.7379 0.9337 4.4106 0.32
C -2.0650 1.1509 4.4392 -0.22
C -2.9574 0.1135 4.5954 -1.06
C 0.1935 2.0890 4.4344 -0.84
H -7.4742 -5.1882 4.4568 0.38
H -6.5406 -5.9460 5.6714 0.39
H -6.0858 -6.2296 3.9635 0.25
H -6.8266 -3.2539 3.7725 0.50
H -5.0227 -1.3094 3.4867 0.16
H -2.2804 -3.9040 5.5200 0.72
H -3.9398 -5.6184 5.5509 0.54
H -0.6452 -2.4394 4.2766 0.58
H 0.7933 -0.4154 4.0904 0.53
H -2.3658 2.1837 4.5354 0.60
H -3.9911 0.4264 4.5938 0.83
H -0.2499 3.0194 4.7890 0.37
H 0.5895 1.9581 3.4273 0.10
H 0.9512 1.8420 5.1781 0.46
C 3.2881 6.7328 -1.5546 -0.86
N 3.2899 5.3217 -1.7627 0.21
C 4.4351 4.7952 -2.3436 -0.98
C 4.5164 3.4487 -2.5012 -0.83
C 3.4709 2.5900 -2.1586 0.43
C 2.3540 3.1711 -1.5614 0.61
C 2.2446 4.5277 -1.4175 -1.34
C 3.5823 1.1382 -2.4580 1.25
C 4.3781 0.6441 -3.5172 -0.83
C 4.6871 -0.7543 -3.5549 -0.94
N 4.2472 -1.6093 -2.5998 0.43
C 3.4585 -1.1357 -1.6191 -0.77
C 3.1182 0.2089 -1.5382 -0.09
C 4.6028 -3.0216 -2.6816 -0.87
H 4.3161 7.0583 -1.3957 0.47
H 2.6961 6.9997 -0.6791 0.28
H 2.8343 7.1401 -2.4581 0.35
H 5.0759 5.5529 -2.7698 0.66
H 5.3116 3.1353 -3.1614 0.60
H 1.5750 2.4731 -1.2923 -0.19
H 1.3978 5.0107 -0.9527 1.00
H 4.8078 1.3729 -4.1885 0.57
H 5.3318 -1.1933 -4.3019 0.63
H 3.0648 -1.8521 -0.9132 0.60
H 2.4889 0.4261 -0.6877 0.39
H 5.6495 -3.1854 -2.9378 0.40
H 3.9745 -3.5413 -3.4050 0.39
H 4.6244 -3.4694 -1.6881 0.28
C 5.1258 0.6036 -9.8829 -0.84
N 4.1825 0.2746 -8.8347 -0.04
C 3.1767 1.1356 -8.5227 -0.63
C 2.3963 0.8802 -7.4162 -0.65
C 2.6173 -0.2354 -6.5324 0.87
C 3.7033 -1.0247 -6.8929 -0.67
C 4.4266 -0.7664 -8.0428 -0.44
C 1.6766 -0.6209 -5.4575 1.09
C 1.4610 -2.0029 -5.1092 -0.93
C 0.6073 -2.3745 -4.0362 -0.27
N 0.1215 -1.4109 -3.2788 0.54
C 0.3826 -0.0725 -3.5214 -1.39
C 1.1389 0.3599 -4.6208 -0.64
C -0.5916 -1.7189 -2.0500 -0.60
H 4.4548 0.8539 -10.7047 0.40
H 5.6932 -0.2908 -10.1403 0.37
H 5.7632 1.4367 -9.5868 0.36
H 3.1440 1.9987 -9.1711 0.55
H 1.5411 1.5252 -7.2784 0.60
H 3.9047 -1.8705 -6.2523 0.54
H 5.3114 -1.3474 -8.2571 0.43
H 1.8234 -2.8082 -5.7309 0.73
H 0.5186 -3.3854 -3.6667 0.53
H -0.0447 0.6399 -2.8312 0.70
H 1.2763 1.4052 -4.8550 0.64
H -1.5116 -1.1420 -1.9559 0.48
H 0.0151 -1.4551 -1.1838 0.23
H -0.8160 -2.7677 -1.8556 -0.23
C -1.3948 2.8882 -1.2427 1.01
C -1.0421 4.2459 -1.7627 -0.07
O -1.2494 5.1548 -0.9744 -0.55
O -0.6472 4.3591 -2.9548 -0.75
H -0.7048 2.6152 -0.4442 -0.93
H -1.5435 2.0721 -1.9497 0.43
H -2.3983 2.9886 -0.8290 0.14
```

Calculated values
highest occupied orbital energy	-25.043	eV
strongest force on any atom	4.67	eV/Å
HOMO-LUMO gap	4.1	eV
LUMO	-20.97	eV
net charge	+10
E	-100723.5432	eV